1) A structure of composition C2H6INOS. Source: the Open Molecules 2025 dataset; level of theory: ωB97M-V/def2-TZVPD.

```
! wB97M-V def2-TZVPD RIJCOSX def2/J DEFGRID3
* xyz 0 1
C -0.8715 1.6224 -0.3878
C -0.9899 0.3435 0.3483
N 0.8717 -2.1726 0.9401
O 0.9226 -1.7828 -1.5024
S 0.7402 -1.2304 -0.2172
I 2.6960 0.5842 0.3298
H -1.5765 2.3591 -0.0102
H 0.0398 2.0341 -0.0306
H -0.8298 1.3675 -1.4401
H -1.8234 -0.1692 -0.1145
H -0.5740 0.0996 1.3891
H 1.3947 -3.0555 0.6956
*
```

Values from the calculation:
Kohn-Sham gap (alpha / beta): 6.93 / 6.93 eV


2) A cluster of 2 separate species, C2H6INOS in total. Source: the Open Molecules 2025 dataset; level of theory: ωB97M-V/def2-TZVPD.

```
! wB97M-V def2-TZVPD RIJCOSX def2/J DEFGRID3
* xyz 0 1
C -1.4727 -1.4777 0.3202
C 1.3441 1.0637 -0.2137
N 0.6720 0.4503 -1.2131
O -0.9914 1.0642 1.1493
S -1.5687 0.3850 -0.0076
I 2.9049 -0.4203 0.6655
H -0.4677 -1.6989 0.7764
H -1.2330 -1.7937 -0.6669
H -2.4449 -1.7295 0.8862
H 1.9029 1.8803 -0.3598
H 0.7697 1.2829 0.7745
H 0.5849 0.9935 -2.1112
*
```

Values from the calculation:
Kohn-Sham gap (alpha / beta): 6.95 / 6.95 eV


Most stable: 1) (next structure +0.181 eV)


1) An isolated molecule of C7H7NO3. Source: the Open Molecules 2025 dataset; level of theory: ωB97M-V/def2-TZVPD.

```
! wB97M-V def2-TZVPD RIJCOSX def2/J DEFGRID3
* xyz 0 1
C 2.2258 -1.1579 0.0962
C 1.0653 -0.2183 0.1774
C 1.2290 1.0854 0.1818
C 0.2001 1.9743 0.0905
C -1.1293 1.5793 0.0703
C -1.3444 0.1949 0.0941
N -2.7473 -0.2599 0.1371
O -3.5282 0.4676 -0.4310
O -3.1325 -1.2667 0.6909
C -0.2951 -0.6393 0.0131
O -0.6208 -1.9666 -0.3108
H 2.3927 -1.7795 1.1051
H 3.1144 -0.5372 -0.2371
H 2.0146 -1.7999 -0.8221
H 2.1683 1.5020 0.1625
H 0.2310 3.0123 -0.0396
H -2.0506 2.2654 -0.1320
H 0.2071 -2.4559 -0.8465
*
```

Values from the calculation:
Kohn-Sham gap: 9.26 eV


2) A structure of composition C7H7NO3. Source: the Open Molecules 2025 dataset; level of theory: ωB97M-V/def2-TZVPD.

```
! wB97M-V def2-TZVPD RIJCOSX def2/J DEFGRID3
* xyz 0 1
C -4.1690 0.1493 -0.7840
C -2.8921 0.0335 -1.3306
C -3.9948 0.0656 0.5722
C -2.0422 -0.2158 -0.2987
C 3.1646 0.2686 0.4435
C 2.7353 -0.6394 -0.7404
C 1.7392 0.0175 0.1401
N 0.5530 0.2960 0.4970
O 0.0674 0.9407 1.3894
O -0.7721 -0.5445 -0.2692
O -2.6935 -0.1598 0.8976
H -5.1181 -0.0606 -1.2334
H -2.6584 -0.1629 -2.3770
H -4.6943 0.1841 1.3883
H 3.4807 -0.2433 1.4219
H 3.6618 1.2771 0.3975
H 2.8335 -0.1559 -1.7969
H 2.8487 -1.6578 -0.7882
*
```

Values from the calculation:
Kohn-Sham gap (alpha / beta): 7.29 / 7.28 eV


Most stable: 1) (next structure +2.989 eV)


1) An isolated molecule of C9H8N2O2. Source: the Open Molecules 2025 dataset; level of theory: ωB97M-V/def2-TZVPD.

```
! wB97M-V def2-TZVPD RIJCOSX def2/J DEFGRID3
* xyz 0 1
C -0.8738 -0.1979 -3.5562
N -0.1252 -1.0914 -2.6858
C 0.0653 -0.7859 -1.3760
N -0.3034 0.3344 -0.8792
C -0.0677 0.5359 0.4658
C -0.4618 1.7295 1.0577
C -0.2664 1.9209 2.4076
C 0.3815 0.9474 3.1811
C 0.7694 -0.2494 2.6112
C 0.5402 -0.4601 1.2458
C 0.9500 -1.7145 0.6095
O 1.4935 -2.6283 1.1607
O 0.6311 -1.8297 -0.7236
H -1.9395 -0.2051 -3.2845
H -0.7414 -0.5025 -4.6014
H -0.4835 0.8081 -3.4087
H 0.1254 -2.0233 -2.9617
H -0.9347 2.4677 0.4309
H -0.5510 2.8517 2.9001
H 0.5453 1.1200 4.2292
H 1.2468 -1.0274 3.1777
*
```

Values from the calculation:
Kohn-Sham gap: 8.87 eV


2) An isolated molecule of C9H8N2O2. Source: the Open Molecules 2025 dataset; level of theory: ωB97M-V/def2-TZVPD.

```
! wB97M-V def2-TZVPD RIJCOSX def2/J DEFGRID3
* xyz 0 1
N 4.4846 1.7571 -0.4205
C 3.8442 0.8064 -0.5840
N 3.2219 -0.3424 -0.8608
C 2.1235 -0.8333 -0.0470
O 1.7176 -1.9475 -0.2157
O 1.7251 0.0503 0.8479
C 0.4572 -0.3803 1.5154
C -0.7181 -0.0869 0.6557
C -1.2107 1.2511 0.6211
C -2.2847 1.5770 -0.2121
C -2.9278 0.5595 -0.9205
C -2.5345 -0.7705 -0.8467
C -1.4249 -1.0798 -0.0678
H 3.7077 -1.0805 -1.4121
H 0.4911 0.1458 2.4393
H 0.4911 -1.4653 1.7104
H -0.6419 2.0463 1.1114
H -2.6012 2.6210 -0.3081
H -3.7843 0.7926 -1.5363
H -3.0856 -1.5217 -1.4603
H -1.0503 -2.0988 -0.0094
*
```

Values from the calculation:
Kohn-Sham gap: 10.28 eV


3) An isolated molecule of C9H8N2O2. Source: the Open Molecules 2025 dataset; level of theory: ωB97M-V/def2-TZVPD.

```
! wB97M-V def2-TZVPD RIJCOSX def2/J DEFGRID3
* xyz 0 1
C 2.3626 -0.1772 -1.3781
C 0.9911 -0.1378 -1.9361
O 0.8130 0.0640 -3.3022
C -0.1793 -0.1616 -1.1343
N -1.3406 -0.6945 -1.7422
C -2.1484 -0.8786 -0.7449
C -1.5723 -0.4236 0.5940
C -1.8773 -0.4138 1.9400
C -1.1250 0.3904 2.9075
O -1.5088 0.5828 4.0164
C 0.0578 1.0408 2.2497
C 0.3827 0.8507 0.9650
N -0.3447 -0.0157 0.2150
H 2.1446 -0.3770 -0.3496
H 2.9042 -1.0191 -1.8599
H 2.8060 0.7908 -1.4833
H 1.7039 0.0032 -3.7228
H -3.0320 -1.5128 -0.7888
H -2.9495 -0.8095 2.1318
H 0.6465 1.6687 2.9363
H 1.2657 1.2298 0.4864
*
```

Values from the calculation:
Kohn-Sham gap (alpha / beta): 7.19 / 7.19 eV


Most stable: 1) (next structure +1.210 eV)


1) A cluster of 2 separate species, C4H12NOS in total. Source: the Open Molecules 2025 dataset; level of theory: ωB97M-V/def2-TZVPD.

```
! wB97M-V def2-TZVPD RIJCOSX def2/J DEFGRID3
* xyz -2 2
C 1.2424 0.5189 1.8087
N 0.4704 1.6723 1.2167
C -0.3967 1.2065 0.0439
C -0.8439 -0.2734 -0.0585
S -1.9583 -0.6260 -1.4762
C 2.3705 1.0349 2.6965
H 0.4515 -0.0938 2.2824
H 1.8479 0.0575 1.0266
H -0.2394 1.9690 1.8861
H 0.2346 1.3753 -0.8409
H -1.2103 1.9122 -0.0736
H -1.2462 -0.5754 0.8978
H 0.0757 -0.7867 -0.3168
H 3.0365 0.1883 2.8800
H 2.8344 1.9029 2.2016
H 2.2737 1.4239 3.7456
H 1.2730 -1.9394 -2.4037
H -0.2748 -1.9785 -2.4380
O 0.5269 -2.4395 -2.7771
*
```

Values from the calculation:
<S²>: 0.751
Kohn-Sham gap (alpha / beta): 2.09 / 6.31 eV


2) A cluster of 3 separate species, C4H12NOS in total. Source: the Open Molecules 2025 dataset; level of theory: ωB97M-V/def2-TZVPD.

```
! wB97M-V def2-TZVPD RIJCOSX def2/J DEFGRID3
* xyz -2 2
C 0.3872 -0.2195 -0.6483
C 1.8917 -0.5769 -0.4444
S 2.7061 0.3967 0.8387
C -0.4753 -0.5676 0.5695
N -1.9745 -0.4591 0.4792
C -2.3206 0.9181 0.8546
H 0.2404 0.8207 -0.9455
H -0.0223 -0.8298 -1.4751
H 2.4256 -0.5079 -1.4001
H 1.8990 -1.7780 -0.1273
H -0.2239 -1.6049 0.8775
H -0.1850 0.1331 1.3960
H 1.9615 -2.4708 0.3462
H -2.1384 1.4593 -0.0750
H -1.5537 1.2818 1.5404
H -3.3088 1.3072 1.1844
H -2.3102 0.0392 -2.9692
H -2.3224 -0.5540 -0.5115
O -2.6046 0.2806 -2.0753
*
```

Values from the calculation:
<S²>: 0.755
Kohn-Sham gap (alpha / beta): 5.43 / 6.04 eV


Most stable: 1) (next structure +2.304 eV)


1) An isolated molecule of C5H5F. Source: the Open Molecules 2025 dataset; level of theory: ωB97M-V/def2-TZVPD.

```
! wB97M-V def2-TZVPD RIJCOSX def2/J DEFGRID3
* xyz 0 1
F -0.7250 2.1768 -0.0995
C -0.6776 0.8205 0.2499
C -0.7436 -0.0985 -0.9212
C 0.2426 -1.0013 -0.7825
C 1.0685 -0.6940 0.3766
C 0.5823 0.4371 0.9620
H -1.5350 0.6532 0.8890
H -1.4861 -0.0748 -1.6759
H 0.3847 -1.8866 -1.4975
H 1.9488 -1.2774 0.6994
H 0.9405 0.9449 1.7997
*
```

Values from the calculation:
Kohn-Sham gap: 9.37 eV


2) A cluster of 2 separate species, C5H5F in total. Source: the Open Molecules 2025 dataset; level of theory: ωB97M-V/def2-TZVPD.

```
! wB97M-V def2-TZVPD RIJCOSX def2/J DEFGRID3
* xyz 0 1
C -1.7290 0.5970 0.0476
C -1.8516 1.9209 0.0624
C 2.4333 -1.0104 0.2781
C 1.2392 -0.8809 -0.2596
C -1.3949 -0.5961 0.0125
F -1.6955 -1.8631 -0.0028
H -1.8857 2.4682 0.9902
H -1.9801 2.4667 -0.8564
H 2.6096 -0.9254 1.3403
H 3.3056 -1.2466 -0.3259
H 0.9490 -0.9303 -1.2865
*
```

Values from the calculation:
Kohn-Sham gap (alpha / beta): 8.20 / 8.45 eV


3) An isolated molecule of C5H5F. Source: the Open Molecules 2025 dataset; level of theory: ωB97M-V/def2-TZVPD.

```
! wB97M-V def2-TZVPD RIJCOSX def2/J DEFGRID3
* xyz 0 1
C -0.6581 0.5662 -0.1702
C -1.8658 1.0507 0.3373
C -0.7351 -0.7564 -0.1895
C -0.9405 -2.0542 -0.0889
C 0.6227 1.5230 -0.1161
F -3.0457 0.3817 -0.0444
H -1.2227 -2.6252 0.7540
H -0.9649 -2.5598 -1.0506
H 1.4339 1.0665 -0.6644
H 0.8301 1.7195 0.9009
H 0.4040 2.5309 -0.5810
*
```

Values from the calculation:
Kohn-Sham gap: 8.56 eV


Most stable: 1) (next structure +3.744 eV)


1) An isolated molecule of C4H2F2O. Source: the Open Molecules 2025 dataset; level of theory: ωB97M-V/def2-TZVPD.

```
! wB97M-V def2-TZVPD RIJCOSX def2/J DEFGRID3
* xyz 0 1
O 1.0785 1.9604 -0.1136
C 0.4491 0.9769 0.0404
C -1.0100 0.5998 0.1382
C -0.7914 -0.7016 -0.0637
C 0.7255 -0.5417 -0.0517
F 1.4956 -1.0061 -1.0430
F 1.3706 -1.0517 1.0555
H -1.9337 1.2808 0.2449
H -1.3843 -1.5167 -0.2070
*
```

Values from the calculation:
Kohn-Sham gap: 10.38 eV


2) An isolated molecule of C4H2F2O. Source: the Open Molecules 2025 dataset; level of theory: ωB97M-V/def2-TZVPD.

```
! wB97M-V def2-TZVPD RIJCOSX def2/J DEFGRID3
* xyz 0 1
O 2.2567 0.0513 0.0558
C 1.4027 -0.9218 -0.0798
F 1.8505 -2.1834 -0.0075
C 0.0129 -0.7421 0.0722
C -1.2335 -0.4642 -0.0148
C -2.5920 -0.1831 0.1052
F -3.3725 -1.2604 0.0171
H 3.1011 -0.0225 0.4711
H -2.8165 0.8620 -0.0823
*
```

Values from the calculation:
Kohn-Sham gap (alpha / beta): 8.12 / 8.12 eV


3) An isolated molecule of C4H2F2O. Source: the Open Molecules 2025 dataset; level of theory: ωB97M-V/def2-TZVPD.

```
! wB97M-V def2-TZVPD RIJCOSX def2/J DEFGRID3
* xyz 0 1
C -2.5953 1.1982 0.8622
C -1.7337 0.5133 0.2699
C 0.7297 -0.3195 -0.0317
C -0.8747 -0.4297 -0.1291
O 1.0162 1.0794 -0.0141
F -1.3338 -1.5323 -0.6614
F 1.6015 -0.9123 0.9645
H 1.2112 -0.6858 -0.9441
H 1.9789 1.0887 -0.3161
*
```

Values from the calculation:
Kohn-Sham gap: 8.84 eV


Most stable: 1) (next structure +2.451 eV)